(1)
60
Properties=species:S:1:pos:R:3:forces:R:3:mulliken_charge:R:1 method="wB97M-V/def2-TZVPD" fmax_ev_per_a=6.531 orbital_gap_ev="6.3 / 6.2" charge=+2 energy_ev=-105267.59518 spin_multiplicity=3 s_squared=2.111 lumo_ev="-7.33 / -7.58"
P -0.126 -2.338 0.394 -4.1 -1.7 1.1 1.335
P -0.484 1.773 0.824 0.2 -0.3 1.3 1.773
C -1.782 -1.397 -0.184 1.3 0.9 0.9 -1.880
C -1.376 0.033 -0.494 2.3 -3.4 1.7 -1.499
H -2.640 -1.506 0.479 0.3 -0.2 0.2 0.581
H -1.970 -1.916 -1.091 -0.6 -0.5 -1.0 0.586
H -0.642 -0.176 -1.368 -1.2 -0.4 -0.4 -1.305
H -2.005 0.451 -1.171 -2.3 2.0 -1.1 1.680
C -2.159 2.367 0.865 -1.0 0.3 -0.2 -1.868
H -2.293 2.927 1.791 -0.2 0.1 -0.1 0.539
H -2.898 1.568 0.799 0.1 0.2 0.1 0.418
H -2.298 3.046 0.038 -0.2 0.2 -0.4 0.547
C 0.421 3.329 0.429 0.2 0.3 0.9 -1.615
H 0.111 3.738 -0.517 -0.4 0.1 -0.4 0.479
H 1.505 3.215 0.400 -0.3 0.0 0.1 0.501
H 0.160 4.035 1.230 0.1 0.0 -0.3 0.462
C -1.277 -3.733 1.006 -0.6 0.3 -0.6 -1.377
H -1.117 -4.389 1.867 0.7 0.5 0.0 0.459
H -1.357 -4.407 0.142 0.0 0.1 0.0 0.431
H -2.266 -3.281 1.102 0.1 -0.4 0.3 0.431
C 1.135 -3.489 -0.124 1.2 0.7 -1.4 -1.304
H 2.029 -2.872 -0.245 0.2 -0.7 0.0 0.409
H 0.860 -3.909 -1.090 0.2 -0.2 0.0 0.429
H 1.331 -4.279 0.584 -0.4 -0.1 0.5 0.534
W 0.925 -0.132 -0.794 -3.7 -0.1 3.7 0.929
C 1.228 1.169 -2.162 2.9 1.8 -5.5 0.398
C -0.090 1.438 -2.530 -1.5 0.1 2.4 -0.713
C -0.987 0.572 -3.371 -0.4 -0.3 -1.3 -0.748
C -0.486 -0.878 -3.670 -1.0 0.5 -0.6 -1.169
C 0.259 -1.495 -2.504 1.3 -0.1 0.8 -0.006
C 1.699 -1.327 -2.233 1.6 -1.3 -3.0 -0.443
C 2.537 -0.601 -3.328 0.6 -0.2 0.0 -1.075
C 2.041 0.823 -3.454 0.4 0.6 0.6 -0.910
C 0.490 -1.597 1.871 2.0 0.1 -0.6 -1.185
H 1.783 1.713 -1.332 -0.4 0.8 -0.8 0.822
H -0.565 2.313 -2.098 -0.3 -0.1 0.1 0.501
H -1.179 1.076 -4.338 0.1 0.0 0.3 0.439
H -2.021 0.445 -2.956 0.9 0.7 -0.1 0.281
H -1.402 -1.474 -3.895 0.6 0.3 0.5 0.446
H -0.018 -0.894 -4.668 0.7 -0.1 0.7 0.436
H -0.232 -2.413 -2.169 0.4 0.2 -0.1 0.947
H 2.245 -2.174 -1.834 -0.1 -0.3 -0.4 0.411
H 2.555 -1.050 -4.345 -0.2 -0.2 0.8 0.395
H 3.584 -0.582 -3.000 -0.2 -0.2 0.0 0.383
H 2.859 1.559 -3.512 -0.3 -0.3 -0.4 0.458
H 1.370 0.946 -4.323 0.5 0.2 0.4 0.305
H 1.531 -1.207 1.944 -0.8 -0.1 -0.4 0.429
H 0.495 -2.510 2.396 0.2 -0.9 1.5 0.667
H -0.227 -0.940 2.241 -1.1 1.2 1.0 0.097
Cl -2.600 0.312 3.356 -0.2 0.5 -0.4 -0.118
C -1.268 1.366 3.704 -0.2 0.4 1.0 0.524
C -0.321 1.722 2.706 0.6 -2.0 0.3 -0.646
C 0.982 1.735 3.196 0.8 0.5 0.0 -0.150
Cl 2.207 1.253 1.869 0.2 0.9 2.0 -0.125
C 1.322 2.012 4.547 -0.8 -0.1 -0.3 -0.056
Cl 2.979 2.265 4.998 -0.9 -0.2 -0.2 -0.123
C 0.221 2.107 5.504 0.9 -0.5 -1.4 0.251
Cl 0.572 2.584 7.115 -0.2 -0.2 -0.7 -0.089
C -1.068 1.646 5.093 1.2 0.5 -0.4 -0.193
Cl -2.282 1.429 6.309 0.5 0.0 -0.8 -0.113

(2)
62
Properties=species:S:1:pos:R:3:forces:R:3:mulliken_charge:R:1 method="wB97M-V/def2-TZVPD" fmax_ev_per_a=1.213 orbital_gap_ev="9.0 / 6.3" charge=+3 energy_ev=-111789.44435 spin_multiplicity=5 s_squared=6.028 lumo_ev="-7.87 / -10.96"
Co -0.413 -0.142 0.209 0.1 -0.5 0.4 1.337
C -1.784 -1.490 3.195 -0.3 0.1 -0.2 -0.626
C -0.520 -0.736 3.542 0.3 -0.1 -0.3 -0.833
S 0.764 -0.781 2.238 -0.2 -0.2 0.3 -0.001
C 1.125 -2.558 1.905 -0.1 0.6 0.0 -0.926
C 0.199 -3.359 0.997 -0.2 0.1 -0.3 -0.664
S -0.381 -2.468 -0.506 -0.3 -0.2 0.2 -0.080
C -2.188 -2.769 -0.539 0.3 -0.1 0.0 -0.743
C -2.900 -2.560 0.780 -0.1 0.4 0.2 -0.850
S -2.533 -0.952 1.596 0.4 -0.4 0.0 0.026
H -2.533 -1.315 3.969 0.1 -0.1 0.0 0.513
H -1.589 -2.558 3.146 -0.1 0.0 0.0 0.296
H -0.084 -1.138 4.458 0.0 0.1 0.0 0.481
H -0.703 0.332 3.687 0.0 -0.1 0.0 0.451
H 1.214 -3.052 2.873 0.1 0.0 0.0 0.551
H 2.117 -2.493 1.463 0.1 -0.1 0.1 0.444
H -0.679 -3.725 1.522 0.0 0.0 0.0 0.283
H 0.748 -4.228 0.630 -0.1 0.0 0.1 0.563
H -2.364 -3.787 -0.891 0.0 0.1 -0.1 0.494
H -2.544 -2.071 -1.299 0.0 -0.1 0.0 0.413
H -2.682 -3.358 1.485 -0.1 0.0 0.1 0.487
H -3.975 -2.572 0.600 0.0 -0.1 0.0 0.492
C 3.518 5.747 -5.204 -0.1 0.3 -0.1 -1.397
C 3.964 4.354 -5.080 0.1 -0.1 0.0 0.833
C 5.332 4.012 -5.124 0.3 -0.5 0.1 -0.852
C 5.740 2.713 -4.972 0.2 0.5 -0.1 -0.746
C 4.790 1.681 -4.756 0.0 -0.4 0.1 0.727
N 5.238 0.414 -4.571 0.5 0.9 -0.4 -0.023
C 4.520 -0.801 -4.472 -0.5 -0.6 0.1 0.273
O 4.875 -1.758 -5.089 0.2 0.2 -0.1 -0.486
N 3.396 -0.827 -3.664 -0.2 -0.4 -0.4 -0.042
C 3.112 -0.177 -2.476 -0.1 0.4 0.8 0.027
C 4.009 0.651 -1.796 -0.3 -0.3 0.1 -0.142
C 3.604 1.241 -0.614 -0.2 -0.1 -0.1 -1.267
C 2.330 0.992 -0.125 0.4 0.2 0.0 -0.616
N 1.482 0.169 -0.745 -0.2 0.3 0.1 0.554
C 1.860 -0.397 -1.886 0.3 -0.1 -0.6 -0.611
C 3.413 2.014 -4.749 -0.6 0.4 -0.1 -0.079
C 3.021 3.313 -4.915 0.1 -0.6 0.1 -0.885
H 4.320 6.415 -5.497 0.0 0.1 0.0 0.387
H 3.117 6.094 -4.247 0.0 0.0 0.1 0.340
H 2.685 5.831 -5.904 0.0 0.0 -0.1 0.394
H 6.067 4.788 -5.276 0.1 0.0 0.0 0.420
H 6.791 2.464 -5.013 0.1 0.0 0.0 0.436
H 6.203 0.244 -4.852 -0.1 -0.1 0.1 0.290
H 2.844 -1.660 -3.842 0.2 0.1 -0.1 0.246
H 5.017 0.782 -2.149 0.1 0.1 0.0 0.719
H 4.283 1.866 -0.059 0.0 0.1 0.1 0.478
H 2.004 1.437 0.804 0.0 0.0 0.0 0.556
H 1.162 -1.076 -2.360 0.0 0.0 0.0 0.505
H 2.673 1.233 -4.672 0.0 0.0 0.0 0.720
H 1.969 3.554 -4.939 -0.1 0.0 0.0 0.481
C -1.026 3.850 -1.086 -0.3 -0.2 0.4 -0.961
S -2.132 2.790 -0.096 0.2 0.2 -1.2 0.384
C -3.497 2.729 -1.292 0.1 0.0 0.4 -0.990
O -1.453 1.420 -0.227 0.0 0.1 -0.2 -1.004
H -1.488 4.824 -1.198 -0.1 0.2 0.0 0.456
H -0.857 3.392 -2.055 -0.1 -0.2 -0.1 0.310
H -0.086 3.960 -0.556 0.0 0.0 0.2 0.326
H -3.891 3.737 -1.400 0.0 0.1 0.1 0.431
H -4.287 2.092 -0.902 0.1 0.0 0.2 0.346
H -3.158 2.352 -2.252 0.2 0.0 0.0 0.355

(3)
77
Properties=species:S:1:pos:R:3:forces:R:3:mulliken_charge:R:1 method="wB97M-V/def2-TZVPD" fmax_ev_per_a=8.946 orbital_gap_ev=6.7 charge=-1 energy_ev=-109889.28130 lumo_ev=0.74
O 5.706 19.705 -15.495 -0.2 0.1 0.4 -0.308
V 4.489 18.831 -15.010 -1.5 -0.7 -2.9 1.338
O 3.308 19.759 -14.507 0.9 -0.3 0.1 -0.643
N 4.653 16.817 -14.358 0.9 -2.9 -0.3 0.178
S 5.748 15.643 -14.883 4.7 -1.0 -5.2 0.540
O 5.466 15.071 -16.190 -0.7 0.4 3.2 -0.441
O 6.560 14.884 -13.927 -2.4 1.4 -0.9 -0.565
F 6.704 16.799 -15.294 1.5 1.1 -0.1 -0.152
S 3.915 15.766 -13.442 -5.8 0.5 6.8 0.719
O 4.583 15.628 -12.121 -1.0 -0.6 -3.2 -0.604
O 3.083 14.707 -14.025 2.8 1.7 0.6 -0.570
F 2.764 16.815 -12.992 0.1 -0.1 -0.4 -0.235
O 2.092 18.009 -18.526 0.1 0.9 0.2 -0.551
C 3.147 17.555 -17.877 2.2 -6.5 -1.0 0.073
O 3.684 18.275 -17.011 1.6 4.2 4.4 0.768
O 3.620 16.441 -18.103 -1.0 0.2 -0.7 -0.663
H 2.178 18.846 -18.065 -1.9 1.6 -0.4 0.221
C 3.995 19.462 -20.656 2.1 -0.5 0.4 -0.151
C 2.852 20.211 -21.029 -1.1 0.6 -0.4 0.327
N 1.940 20.816 -21.380 0.1 0.0 0.1 -0.495
H 4.902 20.063 -20.715 -0.1 0.5 -0.1 0.266
H 4.223 18.660 -21.358 -0.5 -0.4 0.3 0.402
H 3.999 19.149 -19.612 -0.4 -0.3 -0.3 -0.330
C 6.393 22.833 -16.425 0.3 0.2 0.3 -0.853
C 5.715 22.136 -17.493 -1.5 -1.9 -2.4 0.523
N 5.168 21.562 -18.358 1.3 1.6 2.2 -0.414
H 6.692 22.154 -15.626 -0.2 -0.2 -0.1 0.056
H 5.719 23.587 -16.019 0.2 0.1 0.0 0.301
H 7.308 23.285 -16.808 -0.1 0.2 0.0 0.378
C -2.339 21.236 -15.623 -0.6 -0.1 0.2 -0.599
C -3.444 20.666 -14.760 2.6 1.4 -2.4 0.309
N -4.276 20.282 -14.093 -1.4 -0.7 1.2 -0.414
H -2.331 22.325 -15.584 0.0 0.0 0.7 0.350
H -2.451 21.089 -16.697 -0.4 -0.8 0.2 0.312
H -1.367 20.833 -15.341 -0.2 0.0 0.1 0.031
C 6.237 17.969 -10.247 0.5 0.6 0.6 -1.045
C 6.066 18.620 -11.531 -0.5 -0.5 -1.1 0.609
N 5.973 19.150 -12.552 -0.4 -0.4 0.6 -0.557
H 7.202 18.363 -9.926 0.0 -0.1 0.5 0.348
H 6.297 16.883 -10.174 -0.3 0.1 -0.8 0.282
H 5.463 18.325 -9.567 0.0 0.0 0.0 0.316
C 8.706 19.142 -13.810 -0.3 -0.1 0.2 -0.218
C 9.601 19.052 -14.961 0.7 0.0 -0.3 0.257
N 10.394 18.950 -15.795 -0.8 0.2 0.5 -0.491
H 9.273 19.088 -12.881 0.2 -0.1 -0.1 0.404
H 7.977 18.331 -13.806 0.2 0.0 -0.2 -0.158
H 8.126 20.063 -13.762 0.1 0.0 -0.4 0.193
C 2.260 22.617 -16.361 -0.1 -1.1 -0.5 -0.702
C 1.708 21.318 -16.840 2.3 4.8 1.6 0.400
N 1.226 20.385 -17.212 -2.0 -3.7 -1.4 -0.500
H 1.423 23.140 -15.898 0.4 0.2 0.2 0.350
H 2.684 23.178 -17.194 -0.3 0.0 -0.1 0.345
H 3.101 22.411 -15.700 -0.3 0.0 0.4 0.052
C 0.328 16.219 -15.726 -0.7 0.4 0.4 -0.098
C -1.080 16.662 -15.988 -0.2 -0.2 -0.3 0.048
N -2.179 16.960 -16.209 1.4 -0.3 0.4 -0.499
H 0.448 16.085 -14.651 -0.1 0.0 0.0 0.218
H 1.028 17.003 -16.017 -0.1 -0.1 -0.2 -0.209
H 0.579 15.275 -16.208 -0.2 0.2 -0.2 0.480
C 7.408 18.766 -18.251 -0.7 0.6 1.1 0.500
C 7.128 17.334 -18.346 0.4 0.5 -0.1 0.346
N 6.830 16.228 -18.390 0.3 -0.1 -0.2 -0.474
H 6.578 19.333 -18.672 0.2 0.0 -0.7 -0.278
H 8.392 19.167 -18.495 -0.1 -0.6 -0.6 0.438
H 7.290 19.076 -17.212 0.0 -0.4 0.4 -0.535
C -3.012 18.148 -11.958 1.4 0.5 -1.2 -0.917
C -1.724 18.254 -12.717 2.6 0.0 -1.4 0.264
N -0.710 18.316 -13.321 -3.2 0.0 2.0 -0.248
H -3.725 17.748 -12.679 -0.2 -0.2 0.4 0.297
H -3.297 19.179 -11.749 -0.2 -0.2 0.3 0.285
H -2.831 17.547 -11.067 -0.3 0.1 -0.1 0.347
C 1.640 20.929 -12.276 1.0 0.0 -0.5 -0.269
C 1.324 20.340 -10.995 -1.5 -1.7 4.7 0.182
N 1.061 19.891 -9.922 1.1 1.8 -4.4 -0.531
H 1.243 21.932 -12.437 -0.4 -0.2 0.2 0.421
H 1.429 20.250 -13.102 -0.4 0.1 0.1 0.073
H 2.722 21.054 -12.321 0.2 0.0 0.1 0.170

(4)
57
Properties=species:S:1:pos:R:3:forces:R:3:mulliken_charge:R:1 method="wB97M-V/def2-TZVPD" fmax_ev_per_a=2.762 orbital_gap_ev=8.3 energy_ev=-82843.52095 lumo_ev=0.38
O -3.026 1.436 -2.334 -2.1 0.2 -1.8 -0.503
C -3.775 0.377 -3.053 0.2 0.1 0.2 -0.443
C -4.436 1.348 -4.027 0.5 0.3 0.6 -0.814
H -4.470 -0.141 -2.389 0.2 -0.1 0.0 0.319
H -3.095 -0.326 -3.542 0.0 0.0 0.2 0.266
C -3.583 2.411 -3.292 -0.2 0.7 -0.1 1.540
H -5.512 1.468 -3.892 0.2 0.0 -0.2 0.315
H -4.158 1.194 -5.071 -0.2 0.1 0.1 0.300
C -4.366 3.445 -2.508 0.1 0.2 -0.1 -1.636
H -5.097 2.952 -1.856 0.2 0.2 -0.1 0.390
H -4.893 4.135 -3.179 0.1 -0.2 0.1 0.383
H -3.664 4.037 -1.902 -0.3 -0.2 0.0 0.357
C -2.519 3.059 -4.175 0.0 0.2 0.2 -1.784
H -1.933 2.317 -4.735 -0.1 0.2 0.3 0.359
H -1.853 3.701 -3.577 -0.1 -0.3 -0.2 0.357
H -3.012 3.714 -4.909 0.1 -0.2 0.2 0.444
Ga 1.471 -0.886 1.668 -0.4 -1.1 0.2 0.281
C 4.771 -1.006 1.050 -0.4 -0.8 -0.3 -0.589
C 3.959 -2.102 1.358 0.2 0.6 -0.2 -0.825
C 2.798 -2.082 0.462 0.2 1.1 0.3 0.390
H 4.185 -2.913 2.055 -0.2 0.6 -0.1 0.546
C 3.053 -0.986 -0.492 1.0 -0.1 0.5 -1.082
C 4.242 -0.350 -0.102 -0.7 -0.4 -0.3 -0.742
H 4.712 0.493 -0.608 -0.3 -0.2 0.2 0.418
H 5.680 -0.714 1.576 -0.3 -0.1 -0.2 0.480
H 2.184 -2.957 0.237 0.2 0.3 0.1 0.757
H 2.474 -0.826 -1.398 0.1 0.2 0.3 0.618
C 3.172 0.572 4.131 -1.3 0.1 -0.2 -0.431
C 3.378 1.322 2.933 -0.9 0.3 -0.1 -0.799
C 2.142 1.480 2.283 0.8 -0.1 0.0 -0.753
H 4.331 1.735 2.609 -0.3 -0.1 0.0 0.498
C 1.127 0.713 3.024 0.9 -0.7 0.1 0.242
C 1.817 0.208 4.214 0.5 0.6 -0.4 -1.023
H 1.316 -0.287 5.044 0.2 -0.1 -0.3 0.504
H 3.930 0.386 4.885 -0.1 -0.2 -0.2 0.451
H 1.907 2.144 1.445 0.3 -0.4 0.2 0.492
H 0.051 0.864 2.952 0.2 0.1 0.1 0.724
O -0.172 -0.712 0.340 0.3 0.0 0.2 -0.203
C -0.176 0.438 -0.553 0.0 -0.2 0.6 -0.246
C -0.967 0.000 -1.733 0.1 -0.3 -0.6 -0.112
H 0.843 0.752 -0.769 0.1 -0.2 0.1 0.354
H -0.687 1.238 -0.014 0.0 0.1 -0.1 0.201
C -2.021 -0.934 -1.107 -0.1 0.6 0.1 -0.562
H -0.398 -0.556 -2.485 0.3 0.0 0.3 0.217
H -1.367 0.891 -2.200 0.1 -0.5 -0.1 0.096
C -1.182 -1.692 -0.111 0.6 -0.3 0.2 -0.647
H -2.501 -1.597 -1.832 0.2 0.0 0.2 0.396
H -2.804 -0.343 -0.604 0.3 -0.2 -0.1 0.218
H -0.647 -2.503 -0.621 0.0 0.1 0.2 0.339
H -1.699 -2.093 0.762 0.2 0.2 -0.1 0.331
C 2.064 -3.225 4.057 0.5 0.0 0.3 -0.567
C 0.782 -3.297 3.277 -1.2 -0.1 -0.7 0.677
O 0.027 -4.238 3.466 0.4 0.6 -0.2 -0.667
O 0.472 -2.332 2.399 0.5 -0.4 0.7 -0.350
H 1.800 -3.122 5.116 0.1 0.0 -0.2 0.252
H 2.750 -2.419 3.779 -0.3 -0.1 0.1 -0.004
H 2.574 -4.189 3.948 -0.1 0.2 0.0 0.267